# 1
{
  "formula": "C5H8O",
  "method": "wB97M-V/def2-TZVPD",
  "symbols": ["C", "C", "C", "C", "O", "C", "H", "H", "H", "H", "H", "H", "H", "H"],
  "xyz": [[1.172832, 0.538961, 0.028964], [-0.279048, 1.061064, -0.073556], [-0.356763, -0.569205, -1.123250], [0.573433, -0.865340, 0.033694], [-0.242155, -0.888193, 1.198878], [-0.906227, 0.401741, 1.123837], [1.782751, 0.795752, -0.837829], [1.694092, 0.809464, 0.954776], [-0.760083, 0.849126, -1.093122], [0.135446, -0.460296, -2.098653], [-1.297253, -1.125331, -1.196404], [1.161626, -1.781687, -0.001046], [-0.690373, 0.959183, 2.047356], [-1.988277, 0.274763, 1.036356]],
  "atomic_forces_ev_per_a": [[0.156, -0.068, -0.096], [-0.231, -0.758, -0.429], [0.129, -0.380, 0.184], [0.390, -0.360, -0.040], [0.095, -0.159, 0.183], [-0.264, 0.163, -0.090], [-0.045, -0.133, 0.055], [-0.192, 0.050, -0.201], [-0.218, 1.468, 0.001], [-0.122, 0.209, 0.376], [0.163, 0.177, 0.166], [0.062, -0.058, 0.178], [-0.014, -0.067, -0.307], [0.092, -0.087, 0.020]],
  "homo_ev": -8.373,
  "gap_ev": 9.3251,
  "relative_energy_kj_mol": 441.21,
  "max_force_ev_per_a": 1.5,
  "lumo_energy_ev": 0.952
}


# 2
{
  "formula": "CH2N2O5S4",
  "method": "wB97M-V/def2-TZVPD",
  "symbols": ["C", "N", "N", "O", "O", "O", "O", "O", "S", "S", "S", "S", "H", "H"],
  "xyz": [[-1.044010, 0.217611, 0.666212], [-0.313778, -0.918017, 1.124255], [-0.372629, 1.417345, 0.676610], [-2.225976, 0.170657, 0.391518], [2.429031, -1.282178, -1.099639], [0.170929, -0.393741, -1.371229], [1.067466, -1.013555, 0.808144], [1.968508, 0.970149, -0.371664], [1.139314, 1.659992, 1.173664], [-1.123081, -2.365082, 0.857654], [-1.227706, 2.611157, -0.223651], [1.430568, -0.469067, -0.623812], [-0.895631, -2.486281, -0.590871], [-1.003007, 1.881007, -1.417190]],
  "atomic_forces_ev_per_a": [[-2.191, -1.325, 0.368], [-0.944, -0.037, -0.044], [-0.029, 1.605, 0.371], [1.864, -0.355, 0.554], [2.849, -1.705, -1.070], [1.686, 0.272, 0.940], [-0.310, 0.089, 0.967], [-0.471, 0.417, 1.861], [0.919, -0.338, -1.497], [0.409, -1.199, -1.879], [0.521, -0.215, -1.760], [-3.390, 1.345, -2.113], [-0.491, 0.376, 2.207], [-0.422, 1.069, 1.093]],
  "homo_ev": -9.792,
  "gap_ev": 8.4106,
  "relative_energy_kj_mol": 5.93,
  "max_force_ev_per_a": 4.2,
  "lumo_energy_ev": -1.381
}


# 3
{
  "formula": "C35H30LiN2O2PS",
  "method": "wB97M-V/def2-TZVPD",
  "symbols": ["Li", "C", "C", "C", "C", "C", "C", "P", "C", "C", "C", "C", "C", "C", "C", "C", "C", "C", "C", "C", "H", "H", "H", "H", "H", "H", "H", "H", "H", "H", "H", "H", "H", "H", "S", "C", "C", "N", "C", "H", "H", "H", "C", "O", "C", "C", "C", "C", "C", "C", "N", "C", "C", "C", "C", "C", "C", "C", "O", "H", "H", "H", "H", "H", "H", "H", "H", "H", "H", "H", "H", "H"],
  "xyz": [[0.026895, 0.868312, 0.573840], [6.927118, -0.626016, 1.663557], [6.182632, 0.498142, 1.999438], [4.860360, 0.601224, 1.585662], [4.252601, -0.416615, 0.847454], [5.013160, -1.535671, 0.513478], [6.340224, -1.638931, 0.918492], [2.465978, -0.200302, 0.448141], [2.233947, -1.410892, -0.920812], [2.928846, -1.230085, -2.120864], [2.717663, -2.073963, -3.201125], [1.788596, -3.105624, -3.107101], [1.079772, -3.282844, -1.928149], [1.299594, -2.441832, -0.840214], [1.623886, -0.996713, 1.863867], [2.200755, -2.018834, 2.634139], [1.464929, -2.594965, 3.657211], [0.156157, -2.162581, 3.883749], [-0.396934, -1.159234, 3.095602], [0.311033, -0.507502, 2.061758], [7.962325, -0.708826, 1.976075], [6.634291, 1.294520, 2.578689], [4.278483, 1.482083, 1.841312], [4.564387, -2.338869, -0.058481], [6.916397, -2.518714, 0.655160], [3.651302, -0.423265, -2.203066], [3.273900, -1.926435, -4.119558], [1.619438, -3.764719, -3.950835], [0.357570, -4.087950, -1.847586], [0.748331, -2.587099, 0.082946], [3.212571, -2.363288, 2.442373], [1.897588, -3.379341, 4.268305], [-0.425423, -2.617085, 4.682857], [-1.428477, -0.863907, 3.307152], [-4.613833, -1.462325, 0.086105], [-4.366237, 0.010313, 0.920055], [-3.079075, 0.408865, 0.767252], [-2.287701, -0.417047, -0.004689], [-2.970213, -1.436309, -0.423569], [-5.163931, 0.488785, 1.469434], [-2.639386, 1.301937, 1.197505], [-2.561483, -2.235364, -1.031547], [-2.759412, 4.147938, 2.967149], [-1.625867, 4.213297, 2.110245], [-0.512604, 3.543206, 2.491300], [-0.467033, 2.689993, 3.586837], [0.722776, 2.084847, 3.959406], [1.883295, 2.329569, 3.246297], [1.839408, 3.175424, 2.152947], [0.653526, 3.778534, 1.757490], [0.729486, 4.756522, 0.717376], [-0.133653, 5.182484, -0.195621], [-1.189491, 4.539111, -0.823021], [-2.090187, 5.355011, -1.587519], [-3.079040, 4.811724, -2.332641], [-3.179284, 3.386270, -2.409954], [-2.323081, 2.570917, -1.745135], [-1.293412, 3.096742, -0.882049], [-0.479559, 2.342480, -0.301553], [-3.525331, 4.758588, 2.499338], [-2.525524, 4.543408, 3.956988], [-3.128736, 3.126829, 3.068689], [-1.365493, 2.487872, 4.153270], [0.731197, 1.394459, 4.792646], [2.808656, 1.840645, 3.523947], [2.736672, 3.366809, 1.570416], [1.573833, 5.302218, 0.767172], [0.089899, 6.189165, -0.538652], [-1.973696, 6.434722, -1.537324], [-3.765604, 5.441617, -2.882716], [-3.945849, 2.947020, -3.039749], [-2.381327, 1.491846, -1.829688]],
  "atomic_forces_ev_per_a": [[-0.272, -0.145, -0.048], [-0.007, 0.042, 0.001], [-0.072, -0.030, -0.040], [0.040, -0.030, 0.004], [0.011, 0.114, -0.073], [0.045, -0.015, 0.053], [-0.071, -0.005, -0.033], [0.194, -0.371, 0.184], [-0.018, -0.017, -0.011], [-0.013, -0.013, 0.029], [-0.023, -0.003, 0.051], [0.014, 0.037, 0.010], [0.022, 0.037, 0.037], [0.026, -0.045, -0.001], [-0.106, -0.078, 0.154], [-0.085, 0.101, -0.043], [-0.046, 0.045, -0.034], [0.025, 0.048, -0.046], [0.090, 0.019, -0.045], [0.181, -0.151, 0.001], [-0.072, 0.005, -0.010], [-0.018, -0.004, -0.015], [0.086, -0.050, -0.027], [0.002, 0.011, -0.009], [-0.037, 0.031, -0.001], [-0.029, -0.028, -0.009], [-0.015, 0.002, 0.033], [0.010, 0.028, 0.035], [0.024, 0.038, 0.008], [0.017, 0.002, -0.057], [-0.013, 0.023, 0.001], [-0.009, 0.026, -0.014], [0.034, 0.028, -0.062], [0.101, -0.029, -0.027], [0.034, -0.066, -0.056], [-0.029, -0.002, 0.047], [0.194, -0.111, -0.102], [-0.151, 0.175, 0.044], [-0.022, 0.061, 0.127], [0.115, -0.036, -0.050], [-0.040, -0.082, -0.056], [-0.016, 0.138, 0.045], [0.101, 0.013, -0.129], [-0.258, 0.089, -0.085], [-0.017, 0.103, 0.065], [0.053, -0.059, 0.092], [-0.024, -0.032, -0.010], [0.028, -0.006, 0.071], [0.091, 0.012, -0.138], [0.199, 0.026, -0.132], [0.033, -0.199, 0.311], [-0.071, -0.114, -0.134], [-0.120, 0.087, -0.036], [0.101, 0.013, 0.085], [-0.047, -0.125, -0.041], [0.015, 0.126, -0.010], [-0.114, -0.063, 0.064], [0.048, 0.003, -0.161], [-0.120, 0.298, 0.060], [0.007, 0.031, -0.034], [0.032, 0.011, 0.030], [-0.014, -0.061, -0.037], [0.054, -0.004, -0.028], [0.000, 0.025, -0.028], [-0.064, 0.032, -0.010], [-0.072, -0.024, 0.033], [0.011, 0.147, 0.177], [-0.003, 0.013, -0.011], [0.007, -0.089, -0.003], [0.014, -0.060, -0.003], [0.026, 0.029, 0.025], [0.001, 0.078, 0.018]],
  "homo_ev": -6.832,
  "gap_ev": 6.2513,
  "max_force_ev_per_a": 0.5,
  "lumo_energy_ev": -0.580
}


# 4
{
  "formula": "C4H5NO2",
  "method": "wB97M-V/def2-TZVPD",
  "symbols": ["N", "C", "C", "C", "O", "C", "O", "H", "H", "H", "H", "H"],
  "xyz": [[-2.246950, -0.627747, -0.291522], [-1.234355, -0.363383, 0.494744], [0.098664, -0.686958, 0.053888], [1.141473, 0.175865, 0.036575], [2.463531, -0.172774, -0.066870], [0.851676, 1.591141, 0.198537], [-0.297454, 2.004868, 0.163326], [-3.186845, -0.505699, 0.062977], [-2.187273, -0.885121, -1.275825], [0.300712, -1.747552, -0.103747], [2.582876, -1.040300, 0.340204], [1.713947, 2.257658, 0.387713]],
  "atomic_forces_ev_per_a": [[0.076, 0.137, 0.130], [-0.136, -0.191, -0.286], [0.149, 0.149, 0.066], [-0.422, -0.062, -0.086], [0.023, -0.181, 0.030], [-0.299, 0.151, 0.020], [0.433, -0.178, 0.011], [0.183, 0.010, -0.063], [0.115, 0.051, 0.116], [-0.060, 0.020, 0.168], [0.071, 0.145, -0.133], [-0.132, -0.052, 0.027]],
  "homo_ev": [-7.773, -7.774],
  "gap_ev": [7.9433, 7.9441],
  "relative_energy_kj_mol": 306.28,
  "max_force_ev_per_a": 0.5,
  "lumo_energy_ev": [0.170, 0.171]
}


# 5
{
  "formula": "C2H7N3S",
  "method": "wB97M-V/def2-TZVPD",
  "symbols": ["C", "N", "N", "C", "N", "S", "H", "H", "H", "H", "H", "H", "H"],
  "xyz": [[2.269576, -0.432251, -0.444998], [0.965784, 0.034334, 0.058736], [0.009211, -0.846429, -0.545913], [-1.191431, -0.502555, -0.317073], [-1.530563, 0.661864, 0.376425], [-3.100034, 1.278588, 0.319290], [2.515648, -1.478051, -0.229105], [3.045892, 0.208440, -0.000533], [2.352636, -0.338817, -1.534695], [1.009758, 0.019816, 1.100196], [-2.024068, -1.106338, -0.699824], [-0.839175, 1.436249, 0.310858], [-3.483235, 1.065151, 1.606636]],
  "atomic_forces_ev_per_a": [[0.655, 0.604, 0.154], [1.008, -0.564, -0.717], [-0.155, 0.057, 1.119], [-0.255, 0.502, -0.115], [0.500, 0.846, 0.045], [-0.575, -0.135, 0.193], [-0.300, 0.034, 0.255], [-0.145, -0.199, -0.125], [-0.346, 0.223, 0.280], [-0.675, -0.374, -1.018], [0.366, 0.266, 0.145], [-0.296, -1.250, 0.115], [0.217, -0.011, -0.332]],
  "homo_ev": -8.446,
  "smiles": "CN/N=C\\NS",
  "gap_ev": 9.3134,
  "relative_energy_kj_mol": 158.61,
  "max_force_ev_per_a": 1.4,
  "lumo_energy_ev": 0.867
}


# 6
{
  "formula": "C22H22RhS5",
  "method": "wB97M-V/def2-TZVPD",
  "symbols": ["Rh", "C", "C", "C", "C", "C", "C", "C", "C", "C", "C", "H", "H", "H", "H", "H", "H", "H", "H", "H", "H", "H", "H", "H", "H", "C", "S", "C", "C", "S", "S", "C", "S", "S", "H", "H", "H", "C", "C", "C", "C", "C", "C", "C", "C", "H", "H", "H", "H", "H"],
  "xyz": [[0.555553, 0.562287, -0.304708], [1.512776, 3.456887, 3.714706], [0.537576, 2.794116, 2.737077], [-0.627477, 3.720671, 2.417384], [1.291892, 2.325777, 1.509074], [1.138919, 2.911904, 0.243119], [1.905358, 2.485579, -0.850013], [2.858101, 1.458402, -0.719686], [3.727688, 1.046139, -1.874812], [3.006522, 0.874221, 0.548495], [2.241383, 1.298450, 1.630599], [0.984279, 3.776916, 4.612474], [1.970781, 4.338862, 3.262301], [2.312730, 2.783285, 4.020775], [0.130522, 1.897601, 3.215649], [-0.284830, 4.682737, 2.029760], [-1.194615, 3.924042, 3.324840], [-1.313290, 3.282083, 1.689966], [0.437620, 3.722042, 0.101269], [1.782476, 2.976032, -1.807417], [3.311761, 0.181532, -2.393000], [4.722757, 0.775061, -1.525779], [3.825858, 1.855044, -2.596437], [3.731637, 0.081910, 0.682216], [2.378575, 0.818923, 2.591694], [-1.590208, -1.343055, -4.556172], [-1.906957, 0.357113, -5.101808], [-3.014300, 0.900060, -3.865432], [-2.721435, 1.096845, -2.494163], [-1.237715, 0.850264, -1.802372], [-4.048526, 1.713136, -1.546793], [-5.208027, 1.895652, -2.833803], [-6.705661, 2.458756, -2.662323], [-4.578263, 1.314019, -4.361875], [-0.983897, -1.785856, -5.344800], [-2.521163, -1.897850, -4.474344], [-1.039917, -1.358515, -3.620859], [0.182337, -1.292739, 0.189582], [-0.016408, -2.464794, 0.550155], [-0.242561, -3.789219, 0.956390], [0.583937, -4.384376, 1.928045], [0.358359, -5.686827, 2.321199], [-0.691542, -6.406092, 1.757098], [-1.519791, -5.830996, 0.797431], [-1.299240, -4.530510, 0.394668], [1.392144, -3.806149, 2.354208], [0.992837, -6.147211, 3.065342], [-0.866518, -7.427070, 2.070003], [-2.332015, -6.401935, 0.369997], [-1.930021, -4.063153, -0.348918]],
  "atomic_forces_ev_per_a": [[0.367, 0.040, 0.345], [0.013, 0.075, 0.025], [-0.056, -0.077, -0.068], [-0.057, 0.041, -0.008], [-0.048, -0.065, 0.020], [0.068, 0.047, -0.023], [0.051, 0.069, -0.033], [0.022, 0.060, -0.027], [-0.046, -0.039, -0.015], [0.065, 0.032, 0.057], [0.073, -0.076, 0.048], [-0.009, -0.007, -0.002], [-0.010, 0.004, -0.010], [0.001, -0.021, -0.014], [0.044, -0.009, 0.003], [0.023, -0.006, 0.004], [0.009, 0.003, 0.005], [0.002, -0.027, 0.001], [-0.047, -0.042, -0.004], [-0.010, -0.005, 0.000], [-0.003, -0.004, 0.003], [0.002, 0.001, 0.006], [-0.013, 0.003, -0.002], [-0.010, -0.010, 0.007], [-0.020, -0.004, 0.001], [0.070, -0.025, 0.000], [-0.056, -0.029, 0.025], [0.213, 0.031, 0.452], [-0.305, 0.165, -0.416], [-0.086, -0.174, -0.370], [-0.037, 0.046, 0.104], [0.240, -0.212, -0.081], [-0.179, 0.112, 0.040], [-0.271, 0.097, -0.173], [0.008, 0.016, 0.005], [-0.025, 0.034, -0.006], [0.010, -0.010, 0.027], [-0.025, -0.146, 0.138], [0.064, 0.171, -0.090], [-0.035, -0.062, 0.025], [-0.027, 0.017, 0.007], [-0.034, 0.026, -0.048], [-0.007, -0.061, 0.022], [0.043, 0.038, 0.025], [0.029, -0.011, -0.010], [0.002, 0.004, 0.003], [0.005, -0.008, 0.007], [-0.002, -0.001, -0.001], [-0.008, -0.007, -0.001], [0.000, 0.006, -0.004]],
  "homo_ev": [-10.605, -11.214],
  "total_charge": 1,
  "gap_ev": [7.7680, 5.7517],
  "max_force_ev_per_a": 0.5,
  "spin_multiplicity": 5,
  "s2": 6.077,
  "lumo_energy_ev": [-2.837, -5.462]
}